The following is a DFT calculation (ωB97M-V/def2-TZVPD) of C4H11NO as an isolated structure.

XYZ file:
```
17
Properties=species:S:1:pos:R:3
C -1.4224 -0.4082 0.7786
C -1.5942 1.0245 0.3900
O -1.5720 -1.2877 -0.7761
H -1.8713 -2.1919 -0.6250
H -2.3262 -0.8706 1.1685
H -0.6206 -0.5885 1.4925
H -0.6493 1.4636 0.0755
H -1.9607 1.5796 1.2576
H -2.3097 1.1051 -0.4239
N 0.9364 -0.8573 -0.3546
C 1.6132 0.2727 -0.7376
C 2.7310 0.7438 -0.1770
H 0.0955 -1.2025 -0.9066
H 1.4359 -1.5044 0.2389
H 1.0889 0.8594 -1.4836
H 3.1752 1.6622 -0.5167
H 3.2503 0.2004 0.5995
```

## Properties
Total energy ... -7861.4416 eV
Spin multiplicity ... 1
E_HOMO ... -7.55 eV
Frontier orbital gap ... 8.40 eV
Energy above the lowest of the compared OMol25 structures with the same formula, charge and spin ... 3.112 eV

Now the natural (NBO) charges, all in e:
1 C -0.006
2 C -0.667
3 O -0.839
4 H 0.467
5 H 0.179
6 H 0.207
7 H 0.228
8 H 0.228
9 H 0.234
10 N -0.863
11 C 0.019
12 C -0.570
13 H 0.441
14 H 0.372
15 H 0.184
16 H 0.202
17 H 0.183


The following is a DFT calculation (ωB97M-V/def2-TZVPD) of a 2-piece molecular cluster, C4H11NO overall.

XYZ file:
```
17
Properties=species:S:1:pos:R:3
C 0.7887 1.6028 1.1442
C 0.4680 0.3476 0.7851
N 1.4670 -0.5029 0.1936
C 0.9329 -1.5954 -0.7021
C -0.2470 -1.2948 -1.4751
H 0.2562 2.1187 1.6388
H 1.6750 2.1044 0.8141
H -0.4703 -0.1812 1.0999
H 2.2411 0.0716 -0.1797
H 1.7244 -1.9370 -1.2325
H 0.5451 -2.3748 -0.0260
H -0.6379 -2.1888 -1.9299
H -1.0654 -0.6178 -1.1455
H -0.0502 -0.7327 -2.4052
H -2.7149 1.1217 1.5340
H -2.0529 2.2754 0.9985
O -2.8599 1.7834 0.8877
```

## Properties
Total energy ... -7861.3525 eV
Spin multiplicity ... 1
E_HOMO ... -8.29 eV
Frontier orbital gap ... 9.24 eV
SMILES ... C=CNCC.O
Energy above the lowest of the compared OMol25 structures with the same formula, charge and spin ... 3.201 eV

Now the natural (NBO) charges, all in e:
1 C -0.477
2 C 0.018
3 N -0.617
4 C -0.217
5 C -0.650
6 H 0.155
7 H 0.185
8 H 0.192
9 H 0.371
10 H 0.203
11 H 0.179
12 H 0.219
13 H 0.235
14 H 0.202
15 H 0.458
16 H 0.465
17 O -0.921


The following is a DFT calculation (ωB97M-V/def2-TZVPD) of a 2-piece molecular cluster, C4H11NO overall.

XYZ file:
```
17
Properties=species:S:1:pos:R:3
C 1.7646 0.9545 4.8023
C 0.6517 1.0217 3.8571
C -0.4560 1.8411 4.0462
H 2.2364 -0.0215 4.6802
H 2.4031 1.8432 4.6494
H 1.5853 0.9434 5.8848
H 0.7759 0.3975 2.9783
H -1.3444 1.7960 3.4267
H -0.5011 2.5168 4.8902
N -1.8340 -1.0525 -3.7054
C -0.6109 -0.8412 -4.4114
O 0.4802 -1.6421 -3.8782
H -2.2686 -1.9660 -3.8252
H -1.7346 -1.0683 -2.6882
H -0.6570 -1.1598 -5.4449
H -0.3557 0.2134 -4.3322
H 0.9095 -1.0880 -3.2428
```

## Properties
Total energy ... -7852.9565 eV
Spin multiplicity ... 2
E_HOMO (alpha / beta) ... -11.36 / -11.36 eV
Frontier orbital gap (alpha / beta) ... 5.56 / 1.84 eV
Total charge ... +1
Energy above the lowest of the compared OMol25 structures with the same formula, charge and spin ... 3.385 eV

Now the natural (NBO) charges, all in e:
1 C -0.742
2 C 0.149
3 C -0.020
4 H 0.275
5 H 0.331
6 H 0.299
7 H 0.244
8 H 0.238
9 H 0.226
10 N -0.844
11 C 0.076
12 O -0.735
13 H 0.365
14 H 0.348
15 H 0.184
16 H 0.153
17 H 0.453


The following is a DFT calculation (ωB97M-V/def2-TZVPD) of an isolated ion of composition C4H11NO and charge +1.

XYZ file:
```
17
Properties=species:S:1:pos:R:3
C -0.9052 -0.3094 -1.6458
O -0.9012 1.0343 -2.1153
C 0.3072 -0.7561 -0.8299
C 0.9464 0.3183 0.0581
C 0.0696 0.6075 1.3189
N 0.2117 -0.4448 2.2641
H -0.9719 -0.9254 -2.5062
H -1.8624 -0.4616 -1.1322
H -0.5009 1.6002 -1.4477
H 1.0907 -0.9496 -1.5775
H 0.1758 -1.7229 -0.3431
H 1.0690 1.2356 -0.5232
H 1.9726 0.0374 0.2576
H 0.3255 1.5502 1.8003
H -0.9834 0.6488 0.9995
H -0.4022 -1.2610 2.1781
H 0.3587 -0.2015 3.2441
```

## Properties
Total energy ... -7854.3231 eV
Spin multiplicity ... 2
E_HOMO (alpha / beta) ... -14.00 / -13.95 eV
Frontier orbital gap (alpha / beta) ... 10.26 / 5.02 eV
Total charge ... +1
Energy above the lowest of the compared OMol25 structures with the same formula, charge and spin ... 2.019 eV

Now the natural (NBO) charges, all in e:
1 C -0.078
2 O -0.679
3 C -0.455
4 C -0.390
5 C -0.288
6 N -0.279
7 H 0.213
8 H 0.161
9 H 0.450
10 H 0.251
11 H 0.219
12 H 0.246
13 H 0.254
14 H 0.254
15 H 0.280
16 H 0.417
17 H 0.424


The following is a DFT calculation (ωB97M-V/def2-TZVPD) of a 2-piece molecular cluster, C4H11NO2 overall.

XYZ file:
```
18
Properties=species:S:1:pos:R:3
C 0.1605 -0.4030 0.8497
N -0.9812 -0.3874 0.0310
C -1.2509 2.0399 -0.9352
C -1.3278 0.4776 -1.1158
C -0.5249 0.2209 -2.3511
O 1.1269 0.3387 0.5158
H 0.0653 -0.8926 1.8892
H -1.8462 -0.9009 0.2854
H -0.2483 2.3732 -0.6485
H -1.5788 2.6759 -1.7870
H -1.9774 2.1790 -0.0671
H -2.4026 0.3136 -1.4204
H -0.2040 -0.8117 -2.2372
H 0.3177 0.7776 -2.4778
H -1.0545 0.2225 -3.3790
H 2.7463 -1.9020 1.8461
H 1.7999 -1.3633 2.9145
O 2.4867 -2.0852 2.7565
```

## Properties
Total energy ... -9909.1391 eV
Spin multiplicity ... 2
E_HOMO (alpha / beta) ... 1.17 / -3.94 eV
Frontier orbital gap (alpha / beta) ... 2.95 / 7.91 eV
Total charge ... -1
Energy above the lowest of the compared OMol25 structures with the same formula, charge and spin ... 2.299 eV

Now the natural (NBO) charges, all in e:
1 C 0.157
2 N -0.699
3 C -0.660
4 C -0.050
5 C -0.620
6 O -0.828
7 H 0.026
8 H 0.354
9 H 0.229
10 H 0.178
11 H 0.188
12 H 0.170
13 H 0.216
14 H 0.201
15 H 0.169
16 H 0.480
17 H 0.478
18 O -0.989


The following is a DFT calculation (ωB97M-V/def2-TZVPD) of a 2-piece molecular cluster, C4H11NO2 overall.

XYZ file:
```
18
Properties=species:S:1:pos:R:3
C -1.7059 1.0488 0.8743
C -1.4046 0.2802 -0.3910
N -0.1725 -0.3948 -0.3810
C 0.5342 -0.6739 0.8510
C 1.5315 -1.8084 0.6282
O -2.1571 0.1584 -1.3218
H -0.8931 1.7297 1.1199
H -2.6711 1.6026 0.8623
H -1.8158 0.4886 1.8212
H 0.1494 -1.0189 -1.1028
H -0.1105 -1.0159 1.6745
H 1.1087 0.1863 1.2404
H 2.1506 -1.9158 1.5245
H 2.1940 -1.6270 -0.2191
H 1.0757 -2.7879 0.3833
H 0.6291 2.1764 -3.2292
H 0.5586 1.3907 -1.9946
O 0.9987 2.1813 -2.3401
```

## Properties
Total energy ... -9911.6125 eV
Spin multiplicity ... 1
E_HOMO ... -9.79 eV
Frontier orbital gap ... 10.57 eV
SMILES ... CCNC(C)=O.O
Energy above the lowest of the compared OMol25 structures with the same formula, charge and spin ... 0.629 eV

Now the natural (NBO) charges, all in e:
1 C -0.741
2 C 0.687
3 N -0.658
4 C -0.220
5 C -0.620
6 O -0.588
7 H 0.236
8 H 0.248
9 H 0.238
10 H 0.403
11 H 0.188
12 H 0.189
13 H 0.223
14 H 0.207
15 H 0.209
16 H 0.465
17 H 0.469
18 O -0.935